1.
Here is a molecular structure, C40H33BF4IN6O4SSc from OMol25. Energies are from wB97M-V/def2-TZVPD.

For the HOMO-LUMO gap, the calculation gives 7.54 eV.

Last column: Mulliken charge in e.
Cartesian coordinates (Å):
Sc (-0.539, -0.043, -0.217)  0.05
C (0.172, 1.695, -4.253)  -0.83
C (-0.798, 2.541, -3.489)  0.64
N (-1.491, 3.460, -4.127)  -0.73
C (-2.354, 4.225, -3.429)  -1.15
C (-2.545, 4.126, -2.073)  0.93
C (-3.535, 5.034, -1.398)  -1.06
O (-2.938, 5.913, -0.441)  -0.54
C (-1.808, 3.144, -1.377)  0.39
C (-1.965, 3.003, 0.065)  -1.07
N (-1.497, 2.066, 0.811)  0.49
C (-1.925, 2.124, 2.177)  0.19
C (-3.189, 2.588, 2.542)  -0.31
C (-3.581, 2.634, 3.868)  -0.99
C (-2.726, 2.195, 4.869)  -0.63
C (-1.487, 1.683, 4.525)  -0.68
C (-1.107, 1.645, 3.193)  0.32
I (0.652, 0.668, 2.701)  0.22
C (-0.949, 2.330, -2.093)  -0.30
O (-0.238, 1.401, -1.494)  0.62
H (0.272, 2.086, -5.264)  0.45
H (-0.190, 0.665, -4.302)  0.11
H (1.148, 1.683, -3.763)  0.13
H (-2.913, 4.956, -4.003)  0.33
H (-4.276, 4.461, -0.840)  0.37
H (-4.073, 5.601, -2.162)  0.39
H (-2.261, 6.426, -0.895)  0.36
H (-2.536, 3.802, 0.532)  1.17
H (-3.895, 2.878, 1.775)  0.53
H (-4.572, 2.993, 4.116)  0.39
H (-3.034, 2.216, 5.906)  0.38
H (-0.827, 1.286, 5.284)  0.41
C (-6.495, -5.513, -0.177)  -1.52
C (-5.417, -4.565, 0.271)  1.12
C (-5.445, -4.006, 1.546)  -0.85
C (-4.475, -3.103, 1.952)  -0.54
C (-3.465, -2.758, 1.064)  -0.62
C (-3.413, -3.306, -0.210)  0.10
C (-4.389, -4.205, -0.596)  -1.17
S (-2.259, -1.584, 1.567)  1.58
O (-2.517, -0.347, 0.798)  -0.64
O (-2.352, -1.488, 2.996)  -0.84
N (-0.831, -1.970, 0.994)  1.33
C (-0.127, -3.030, 1.600)  0.07
C (-0.726, -4.102, 2.216)  -0.40
C (0.027, -5.171, 2.746)  -1.07
C (1.385, -5.193, 2.657)  -0.87
C (2.048, -4.105, 2.042)  1.22
C (3.456, -4.050, 1.934)  -0.71
C (4.050, -2.966, 1.366)  -1.17
C (3.225, -1.920, 0.904)  -0.10
N (1.918, -1.935, 0.968)  0.48
C (1.307, -3.016, 1.529)  -1.07
H (-7.015, -5.954, 0.673)  0.39
H (-6.083, -6.320, -0.784)  0.38
H (-7.235, -4.990, -0.786)  0.29
H (-6.238, -4.282, 2.231)  0.35
H (-4.488, -2.673, 2.943)  0.54
H (-2.633, -3.010, -0.896)  0.00
H (-4.361, -4.622, -1.596)  0.40
H (-1.802, -4.153, 2.303)  0.40
H (-0.500, -5.989, 3.219)  0.42
H (1.964, -6.020, 3.047)  0.40
H (4.045, -4.878, 2.311)  0.41
H (5.125, -2.889, 1.271)  0.47
H (3.679, -1.036, 0.469)  0.41
C (3.663, 2.654, -0.491)  -1.04
C (4.250, 2.191, -1.653)  -0.83
C (3.720, 1.065, -2.259)  -0.63
C (2.625, 0.429, -1.685)  0.45
N (2.078, 0.859, -0.544)  1.01
C (2.581, 1.954, 0.018)  -0.60
C (2.015, -0.780, -2.318)  0.46
C (2.559, -1.364, -3.456)  -0.72
C (1.987, -2.511, -3.975)  -0.99
C (0.896, -3.065, -3.334)  -1.05
C (0.402, -2.416, -2.218)  -0.38
N (0.930, -1.292, -1.732)  1.52
H (4.023, 3.537, 0.018)  0.46
H (5.101, 2.697, -2.090)  0.45
H (4.159, 0.700, -3.175)  0.46
H (2.089, 2.297, 0.918)  0.23
H (3.422, -0.936, -3.940)  0.45
H (2.397, -2.966, -4.867)  0.45
H (0.419, -3.968, -3.688)  0.51
H (-0.454, -2.805, -1.686)  0.02
F (-1.768, -0.861, -1.644)  1.07
B (-2.894, -0.532, -2.657)  -0.14
F (-3.497, 0.608, -2.188)  -0.30
F (-2.230, -0.352, -3.851)  -0.32
F (-3.703, -1.644, -2.643)  -0.30


2.
Here is a molecular structure, C40H33BiCl3GeN14O5S2 from OMol25. Energies are from wB97M-V/def2-TZVPD.

For the HOMO-LUMO gap (spin up / spin down), the calculation gives 7.49 / 6.77 eV. As for the spin multiplicity: 2.

Last column: Mulliken spin population.
Cartesian coordinates (Å):
Bi (-0.510, -0.142, -0.339)  -0.03
N (2.954, 0.746, 3.030)  0.00
C (2.655, 2.092, 2.925)  0.00
C (3.249, 3.228, 3.463)  0.00
C (2.644, 4.434, 3.174)  0.00
C (1.481, 4.505, 2.389)  0.00
C (0.904, 3.374, 1.851)  0.00
C (1.516, 2.148, 2.113)  0.00
N (1.165, 0.867, 1.718)  0.00
C (2.026, 0.073, 2.295)  0.00
C (1.962, -1.383, 2.199)  0.00
C (2.800, -2.289, 2.775)  0.00
S (2.350, -3.868, 2.319)  0.00
C (1.025, -3.225, 1.457)  0.00
N (0.940, -1.933, 1.463)  0.00
H (3.733, 0.343, 3.518)  0.00
H (4.136, 3.174, 4.081)  0.00
H (3.065, 5.347, 3.576)  0.00
H (1.018, 5.468, 2.220)  0.00
H (-0.010, 3.419, 1.276)  -0.01
H (3.674, -2.113, 3.379)  0.00
H (0.334, -3.863, 0.927)  0.00
C (-3.893, -3.834, 2.981)  0.00
N (-3.359, -3.106, 1.847)  0.00
C (-2.431, -2.149, 1.822)  0.00
N (-2.179, -1.819, 0.570)  0.00
C (-3.002, -2.623, -0.153)  0.00
N (-3.734, -3.422, 0.585)  0.00
C (-2.944, -4.872, 3.541)  0.00
C (-3.181, -5.369, 4.818)  0.00
C (-2.349, -6.335, 5.364)  0.00
C (-1.259, -6.800, 4.651)  0.00
C (-1.012, -6.301, 3.376)  0.00
C (-1.861, -5.349, 2.816)  0.00
C (0.187, -6.749, 2.670)  0.00
N (1.138, -7.493, 3.113)  0.00
N (2.095, -7.555, 2.109)  0.00
C (1.659, -6.828, 1.142)  0.00
O (0.428, -6.307, 1.407)  0.00
C (2.331, -6.448, -0.099)  0.00
C (3.724, -6.496, -0.154)  0.00
C (4.376, -6.037, -1.282)  0.00
C (3.649, -5.526, -2.351)  0.00
C (2.264, -5.506, -2.315)  0.00
C (1.474, -4.944, -3.468)  0.00
N (0.629, -3.838, -3.035)  0.00
C (0.779, -3.038, -1.983)  0.00
N (-0.195, -2.145, -1.970)  0.00
C (-0.919, -2.440, -3.083)  0.00
N (-0.444, -3.456, -3.763)  0.00
C (1.605, -5.974, -1.182)  0.00
H (-4.810, -4.302, 2.625)  0.00
H (-4.164, -3.117, 3.756)  0.00
H (-1.981, -1.713, 2.699)  0.00
H (-3.069, -2.584, -1.226)  0.00
H (-4.021, -4.995, 5.391)  0.00
H (-2.545, -6.714, 6.358)  0.00
H (-0.586, -7.536, 5.070)  0.00
H (-1.672, -4.980, 1.816)  0.00
H (4.274, -6.866, 0.701)  0.00
H (5.457, -6.046, -1.321)  0.00
H (4.168, -5.126, -3.214)  0.00
H (0.806, -5.689, -3.900)  0.00
H (2.141, -4.587, -4.253)  0.00
H (1.599, -3.107, -1.284)  0.00
H (-1.780, -1.867, -3.380)  0.00
H (0.522, -5.948, -1.136)  0.00
O (-3.484, 5.057, 2.606)  0.01
S (-4.087, 3.855, 2.102)  0.00
O (-5.406, 3.510, 2.545)  0.01
N (-3.067, 2.593, 2.260)  0.00
C (-2.631, 2.155, 1.109)  0.08
O (-1.770, 1.225, 1.027)  -0.01
C (-3.203, 2.885, -0.088)  -0.04
C (-3.038, 2.728, -1.435)  0.79
C (-3.680, 3.495, -2.377)  -0.16
C (-4.524, 4.512, -1.927)  0.05
C (-4.717, 4.725, -0.566)  -0.03
C (-4.056, 3.898, 0.321)  0.07
H (-2.410, 0.829, -1.913)  0.13
H (-3.541, 3.321, -3.437)  0.02
H (-5.039, 5.133, -2.650)  0.01
H (-5.379, 5.504, -0.211)  0.00
C (-0.099, 5.500, -1.654)  0.01
N (0.916, 4.476, -1.427)  0.00
C (2.291, 4.762, -1.840)  0.00
C (0.548, 3.217, -1.364)  -0.01
N (0.226, 2.116, -1.224)  0.02
H (0.237, 6.423, -1.184)  0.00
H (-1.035, 5.195, -1.194)  0.00
H (-0.258, 5.674, -2.721)  0.00
H (2.612, 5.678, -1.346)  0.00
H (2.358, 4.888, -2.923)  0.00
H (2.937, 3.942, -1.533)  0.00
O (-2.038, -0.074, -1.821)  0.10
Cl (3.996, 1.500, -1.167)  0.00
Ge (2.580, -0.221, -1.465)  0.00
Cl (2.972, -0.732, -3.622)  0.00
Cl (3.869, -1.902, -0.558)  0.00


3.
Here is a molecular structure, C40H33BrMoN11O2S2 from OMol25. Energies are from wB97M-V/def2-TZVPD.

Its net charge is +1. For the HOMO-LUMO gap, the calculation gives 6.70 eV.

Last column: Mulliken charge in e.
Cartesian coordinates (Å):
Mo (0.096, -0.103, 0.098)  -1.60
N (3.432, -2.591, 2.002)  -0.30
C (2.600, -1.597, 1.627)  0.18
S (2.392, -1.287, -0.070)  -0.27
N (1.943, -0.952, 2.547)  -1.81
N (1.233, 0.088, 1.986)  2.20
C (1.300, 1.210, 2.607)  0.94
C (2.112, 1.413, 3.832)  -1.08
C (3.494, 1.525, 3.724)  -0.21
C (4.258, 1.738, 4.860)  -0.92
C (3.645, 1.833, 6.104)  -0.50
C (2.267, 1.719, 6.210)  -0.98
C (1.496, 1.515, 5.073)  0.41
C (0.641, 2.316, 1.929)  0.05
C (0.587, 3.595, 2.462)  -0.69
C (0.030, 4.615, 1.714)  -1.08
C (-0.437, 4.325, 0.441)  -1.02
C (-0.365, 3.028, -0.023)  -0.56
N (0.151, 2.024, 0.705)  1.11
H (3.981, -3.063, 1.306)  0.24
H (3.705, -2.657, 2.968)  0.24
H (3.967, 1.436, 2.753)  0.50
H (5.333, 1.826, 4.777)  0.42
H (4.244, 1.997, 6.989)  0.42
H (1.788, 1.787, 7.178)  0.46
H (0.420, 1.418, 5.148)  0.44
H (0.994, 3.768, 3.448)  0.65
H (-0.024, 5.620, 2.108)  0.51
H (-0.862, 5.089, -0.194)  0.52
H (-0.722, 2.775, -1.010)  0.50
N (3.880, -6.160, -3.602)  -0.54
C (2.830, -5.279, -3.449)  1.12
C (2.650, -4.223, -4.349)  -0.87
C (1.628, -3.313, -4.171)  -0.34
C (0.772, -3.447, -3.083)  -0.50
C (0.926, -4.501, -2.189)  -0.24
C (1.948, -5.409, -2.368)  -0.90
S (-0.504, -2.278, -2.834)  1.32
O (-1.511, -2.875, -2.005)  -0.71
O (-0.868, -1.705, -4.095)  -0.69
N (0.194, -1.084, -1.907)  -0.69
C (0.981, -0.144, -2.469)  0.73
N (1.554, -0.161, -3.670)  -0.42
C (2.356, 0.858, -3.939)  -0.52
C (2.638, 1.886, -3.039)  -1.10
C (2.014, 1.822, -1.817)  -0.23
N (1.157, 0.839, -1.554)  0.76
H (4.303, -6.212, -4.514)  0.23
H (3.805, -7.047, -3.136)  0.23
H (3.317, -4.127, -5.197)  0.32
H (1.481, -2.499, -4.866)  0.53
H (0.225, -4.622, -1.376)  0.51
H (2.063, -6.235, -1.677)  0.31
H (2.814, 0.852, -4.922)  0.49
H (3.317, 2.686, -3.288)  0.45
H (2.176, 2.558, -1.039)  0.44
C (-1.650, -0.219, 5.848)  -0.63
C (-2.132, 0.940, 5.255)  -0.92
C (-2.059, 1.099, 3.881)  -0.50
C (-1.507, 0.095, 3.090)  0.61
C (-1.007, -1.057, 3.683)  -0.41
C (-1.083, -1.208, 5.059)  -1.07
N (-1.534, 0.252, 1.651)  2.17
N (-2.589, 0.822, 1.283)  -1.27
C (-2.704, 1.023, -0.066)  0.21
C (-3.900, 1.621, -0.502)  -0.27
C (-4.091, 1.829, -1.841)  -0.89
C (-3.082, 1.433, -2.726)  -1.03
C (-1.909, 0.846, -2.283)  -0.28
C (-1.664, 0.598, -0.924)  1.84
H (-1.713, -0.350, 6.920)  0.45
H (-2.570, 1.722, 5.862)  0.41
H (-2.442, 1.993, 3.406)  0.49
H (-0.560, -1.833, 3.084)  0.56
H (-0.696, -2.111, 5.514)  0.48
H (-4.638, 1.901, 0.238)  0.51
H (-5.000, 2.284, -2.210)  0.43
H (-3.218, 1.578, -3.790)  0.52
H (-1.199, 0.565, -3.044)  0.45
Br (0.528, -5.899, 1.780)  -0.12
C (-0.572, -4.435, 1.338)  -0.51
C (-1.950, -4.540, 1.365)  -0.64
C (-2.676, -3.431, 0.977)  -1.25
C (-2.013, -2.281, 0.607)  -0.41
N (-0.675, -2.156, 0.642)  3.19
C (0.030, -3.245, 0.975)  -1.48
H (-2.432, -5.462, 1.657)  0.54
H (-3.756, -3.459, 0.933)  0.55
H (-2.570, -1.437, 0.240)  0.21
H (1.102, -3.187, 0.939)  0.62


Computed ΔE to the lowest compared entry with this formula, charge and spin (eV) in order:
1.1670, 0.3918, 0.0000
Computed strongest force on any atom (eV Å⁻¹) in order:
0.747, 0.680, 0.440